[1]
{"formula": "C10H16BNS2", "method": "ωB97M-V/def2-TZVPD", "energy_ha": -1266.715915, "max_force_ha_per_bohr": 0.068, "smiles": "CCSB(Nc1ccccc1)SCC", "e_lumo_ha": 0.0200, "relative_energy_kcal_mol": 0.00, "multiplicity": 1, "homo_ev": -7.922, "species": ["C", "C", "S", "B", "N", "C", "C", "C", "C", "C", "C", "S", "C", "C", "H", "H", "H", "H", "H", "H", "H", "H", "H", "H", "H", "H", "H", "H", "H", "H"], "coordinates": [[2.96633, -2.56037, 0.87695], [2.28459, -2.69975, -0.46991], [0.52405, -2.16548, -0.42188], [0.59395, -0.37835, -0.53549], [-0.70979, 0.45628, -0.55746], [-2.03915, 0.19621, -0.27122], [-2.92628, 1.27585, -0.27806], [-4.26455, 1.09469, 0.00672], [-4.74883, -0.16848, 0.29935], [-3.87648, -1.24408, 0.30280], [-2.53378, -1.07195, 0.02381], [2.18072, 0.46824, -0.71162], [1.88090, 2.24372, -0.33343], [3.14102, 2.83376, 0.27333], [3.97844, -2.95499, 0.81624], [3.02148, -1.51549, 1.17106], [2.41960, -3.11207, 1.63809], [2.23544, -3.74444, -0.77532], [2.79199, -2.11853, -1.23813], [-0.56091, 1.43253, -0.77057], [-2.55315, 2.26618, -0.50820], [-4.92974, 1.94609, 0.00085], [-5.79588, -0.31030, 0.52097], [-4.24380, -2.23469, 0.52337], [-1.86703, -1.91779, 0.03336], [1.62109, 2.74499, -1.26649], [1.05119, 2.30531, 0.36920], [3.43693, 2.26181, 1.14911], [3.95852, 2.80854, -0.44195], [2.96314, 3.86257, 0.57452]], "atomic_forces_ev_per_a": [[-0.02, -0.03, -0.06], [-0.37, 0.27, 0.13], [0.24, -0.32, -0.08], [-2.84, 1.80, -0.13], [3.23, -1.28, -0.01], [-0.32, -0.03, 0.07], [-0.02, -0.02, 0.00], [0.04, 0.05, -0.02], [-0.17, -0.09, 0.05], [-0.09, 0.05, 0.01], [0.17, 0.04, -0.05], [0.17, 0.21, 0.06], [-0.10, -0.37, -0.17], [-0.10, -0.13, -0.04], [0.13, -0.05, 0.05], [0.00, 0.02, 0.06], [0.00, -0.04, 0.08], [0.04, 0.07, -0.10], [0.03, -0.15, -0.06], [0.06, -0.14, 0.03], [0.03, 0.06, -0.01], [-0.05, 0.05, -0.01], [-0.07, -0.03, 0.02], [-0.04, -0.11, 0.04], [-0.05, -0.09, 0.02], [-0.08, 0.06, 0.11], [-0.02, 0.03, -0.04], [0.05, 0.00, 0.09], [0.12, 0.05, -0.04], [0.03, 0.14, -0.01]], "lowdin_charge": [-0.17, -0.55, 0.92, -0.98, 0.05, -0.29, -0.04, -0.10, -0.11, -0.09, -0.05, 0.92, -0.53, -0.18, 0.07, 0.04, 0.07, 0.07, 0.05, 0.08, 0.11, 0.10, 0.10, 0.10, 0.04, 0.07, 0.07, 0.07, 0.07, 0.07]}

***

[2]
{"formula": "C10H16BNS2", "method": "ωB97M-V/def2-TZVPD", "energy_ha": -1266.516256, "max_force_ha_per_bohr": 0.078, "e_lumo_ha": [-0.0106, -0.0106], "relative_energy_kcal_mol": 125.29, "multiplicity": 1, "homo_ev": [-7.068, -7.069], "species": ["B", "C", "C", "C", "C", "C", "C", "C", "C", "C", "C", "N", "S", "S", "H", "H", "H", "H", "H", "H", "H", "H", "H", "H", "H", "H", "H", "H", "H", "H"], "coordinates": [[-0.26613, -0.80092, -1.62212], [1.31601, -0.05500, 3.50823], [0.96770, -1.41046, 3.37130], [0.61509, 0.81981, 2.59953], [0.15927, -1.84648, 2.27221], [-0.29536, 0.38925, 1.64586], [-0.55100, -0.96160, 1.51007], [2.77012, 0.72496, -1.68882], [-2.98077, 1.96533, -1.30624], [2.40163, -0.67221, -2.44635], [-2.75945, 0.53010, -1.57440], [-1.45859, -1.39605, 0.54100], [1.26792, -1.72673, -1.54688], [-1.22456, 0.25422, -2.58893], [2.04899, 0.15696, 4.23343], [1.22879, -2.11030, 4.09864], [0.89816, 1.81757, 2.69785], [-0.07765, -2.96522, 2.03830], [-0.70662, 1.20801, 0.98293], [1.93968, 1.37955, -1.94856], [2.68875, 0.60599, -0.65010], [3.64831, 1.02341, -2.22874], [-3.82940, 1.90486, -0.52641], [-2.13484, 2.57187, -0.85834], [-3.31386, 2.57149, -2.24714], [3.37066, -1.23489, -2.63530], [2.01104, -0.32366, -3.38294], [-3.48508, -0.07889, -2.11071], [-2.71980, 0.03251, -0.66795], [-1.52899, -2.37347, 0.53056]], "atomic_forces_ev_per_a": [[-0.21, -1.53, 2.27], [-2.71, -1.66, -2.33], [-1.07, 1.01, -2.15], [1.32, -1.79, 1.17], [0.24, -2.19, 1.85], [0.72, 2.52, 0.34], [-0.78, -0.58, -2.18], [-2.04, -2.15, -2.67], [-2.01, 2.38, -0.26], [2.10, 1.63, 0.69], [0.86, -0.38, -1.65], [1.07, 2.72, -1.81], [-1.09, 0.38, 0.33], [-0.10, 0.11, 0.23], [0.48, 1.00, 0.72], [0.95, -1.16, 0.86], [0.05, 1.79, -0.21], [0.70, 2.01, 0.89], [0.11, -1.37, 0.69], [0.09, 0.33, -0.09], [0.96, -0.10, 1.50], [0.71, 0.62, 0.69], [1.06, 0.83, -1.23], [-0.76, -1.22, -0.40], [0.36, -1.06, 1.73], [-1.38, 0.40, 0.31], [-0.28, -0.44, -0.66], [-0.53, 0.86, -0.38], [1.04, -1.23, 1.79], [0.12, -1.73, -0.03]], "lowdin_charge": [-0.80, -0.08, -0.09, -0.09, -0.06, -0.06, -0.47, -0.10, -0.19, -0.55, -0.53, 0.06, 0.88, 0.92, 0.07, 0.07, 0.07, 0.14, 0.12, 0.06, 0.04, 0.06, 0.11, 0.08, 0.10, 0.09, 0.05, 0.08, 0.01, 0.00]}

***

[3]
{"formula": "C10H16BiClN9O6Se", "method": "ωB97M-V/def2-TZVPD", "energy_ha": -4410.747533, "max_force_ha_per_bohr": 0.006, "e_lumo_ha": -0.1430, "relative_energy_kcal_mol": 9.66, "charge": 1, "multiplicity": 1, "homo_ev": -12.020, "species": ["Bi", "N", "N", "C", "N", "N", "N", "O", "O", "H", "H", "H", "H", "H", "Se", "N", "C", "C", "C", "C", "C", "C", "N", "H", "H", "H", "H", "C", "N", "C", "C", "O", "H", "H", "H", "H", "H", "H", "H", "O", "N", "O", "O", "Cl"], "coordinates": [[-0.03770, -0.04661, -0.24766], [0.66517, -1.28497, 2.64281], [2.02132, -1.07927, 2.98064], [2.87220, -0.60836, 2.05270], [4.12537, -0.33629, 2.39991], [2.32277, -0.48418, 0.85038], [3.02927, -0.04576, -0.20190], [4.22475, 0.15835, -0.18383], [2.32384, 0.11548, -1.21380], [0.12775, -1.30850, 3.50010], [0.57695, -2.19324, 2.19109], [2.29508, -1.14130, 3.94645], [4.45491, -0.52056, 3.33159], [4.77169, -0.06337, 1.67548], [0.52028, -1.01655, -3.77655], [-0.20096, 0.12548, -2.59210], [-0.85677, 1.07588, -3.24256], [-1.58708, 2.15226, -2.66281], [-2.20983, 3.02380, -3.49615], [-2.14651, 2.89784, -4.92319], [-1.46356, 1.88955, -5.51235], [-0.79755, 0.93801, -4.67864], [-0.11460, -0.09534, -5.12802], [-1.65735, 2.25753, -1.58604], [-2.78298, 3.84191, -3.08033], [-2.66487, 3.63108, -5.52562], [-1.40284, 1.76932, -6.58499], [-0.60481, 4.87176, 2.19423], [-0.05292, 3.55605, 1.92458], [-0.44198, 2.48542, 2.82603], [0.73144, 3.32932, 0.87545], [1.19136, 2.23018, 0.54439], [-0.34984, 5.18632, 3.20646], [-1.69104, 4.85287, 2.09578], [-0.19817, 5.59439, 1.48998], [-0.26429, 2.80201, 3.85471], [0.15773, 1.60422, 2.61051], [-1.49794, 2.24200, 2.70309], [0.95946, 4.23283, 0.29474], [-4.10021, 0.24286, -0.00278], [-2.90759, 0.23954, 0.00170], [-2.20371, 1.09122, 0.62028], [-2.23750, -0.64054, -0.67326], [0.28680, -2.48715, -0.56468]], "atomic_forces_ev_per_a": [[0.17, -0.28, -0.01], [-0.05, -0.08, -0.15], [0.00, 0.13, 0.00], [0.00, 0.01, 0.26], [-0.01, -0.03, 0.04], [-0.10, 0.08, -0.23], [0.08, 0.01, -0.01], [-0.06, 0.02, -0.08], [0.21, 0.03, 0.07], [-0.02, 0.11, 0.03], [0.01, -0.07, 0.04], [0.07, -0.12, -0.01], [0.02, 0.01, -0.01], [0.01, 0.00, -0.02], [-0.16, 0.23, -0.06], [0.04, 0.00, 0.17], [0.04, -0.07, -0.18], [-0.04, 0.07, 0.03], [0.05, -0.07, 0.06], [0.02, -0.03, -0.06], [-0.02, 0.03, -0.03], [-0.02, 0.05, 0.13], [0.11, -0.19, -0.02], [-0.01, 0.02, -0.01], [0.01, -0.01, 0.02], [0.01, -0.02, -0.02], [-0.02, 0.03, 0.01], [-0.02, 0.06, -0.02], [0.02, -0.08, 0.02], [-0.02, 0.00, 0.05], [0.02, 0.07, -0.06], [-0.14, 0.05, 0.05], [0.01, -0.01, -0.01], [0.01, 0.00, 0.01], [-0.01, -0.01, 0.00], [0.00, 0.00, -0.01], [-0.01, 0.00, 0.00], [0.02, 0.01, -0.02], [0.01, -0.02, 0.00], [0.14, -0.04, 0.08], [-0.10, 0.10, -0.27], [-0.05, 0.09, 0.14], [-0.19, 0.00, 0.14], [-0.02, -0.08, -0.07]], "lowdin_charge": [1.67, 0.03, 0.01, -0.38, 0.22, 0.00, -0.41, 0.10, -0.13, 0.11, 0.05, 0.16, 0.13, 0.10, 1.20, -0.42, -0.34, -0.02, -0.04, -0.05, 0.00, -0.36, -0.21, 0.09, 0.12, 0.11, 0.13, -0.03, -0.17, -0.03, -0.31, -0.16, 0.10, 0.10, 0.09, 0.10, 0.06, 0.09, 0.15, 0.14, -0.56, -0.17, -0.24, -0.04]}

***

[4]
{"formula": "C10H16CeN2PSe", "method": "ωB97M-V/def2-TZVPD", "energy_ha": -3717.496421, "max_force_ha_per_bohr": 0.150, "e_lumo_ha": -0.1407, "charge": 1, "multiplicity": 1, "homo_ev": -9.828, "species": ["C", "C", "C", "C", "C", "Ce", "P", "H", "H", "H", "H", "H", "H", "H", "H", "C", "N", "C", "C", "N", "C", "C", "Se", "H", "H", "H", "H", "H", "H", "H", "H"], "coordinates": [[-0.13600, -0.69496, -3.40471], [0.66088, -0.78457, -4.52778], [2.00961, -0.35893, -4.56617], [2.71059, 0.24070, -3.49347], [2.16014, 0.45366, -2.24605], [0.39659, -0.20873, -1.51839], [-1.69551, -1.10097, -0.70534], [-1.18923, -0.97329, -3.57535], [0.22532, -1.15197, -5.46521], [2.53593, -0.44323, -5.52554], [2.80609, 1.02530, -1.55933], [3.72691, 0.59958, -3.69840], [-1.66296, -2.11550, 0.28344], [-2.54034, -1.71366, -1.66315], [-2.61494, -0.20752, -0.10069], [0.34851, -1.93367, 2.91001], [-0.27591, -0.61350, 2.84531], [-1.35711, -0.23200, 3.55459], [-1.63040, 1.08909, 3.25708], [-0.71939, 1.52232, 2.36721], [-0.65014, 2.88086, 1.82725], [0.09262, 0.46745, 2.12091], [1.50359, 0.54260, 1.09264], [0.68691, -2.13318, 3.94897], [1.22724, -2.00109, 2.23703], [-0.38698, -2.70756, 2.61066], [-1.89741, -0.86024, 4.25033], [-2.42557, 1.69159, 3.67544], [-1.59580, 3.12091, 1.29851], [-0.50297, 3.60356, 2.65782], [0.18974, 2.99696, 1.11241]], "atomic_forces_ev_per_a": [[-1.03, -0.58, -2.52], [1.41, 0.39, -0.49], [0.28, -0.12, -0.57], [-0.61, -0.55, -1.34], [2.62, 1.29, -0.69], [4.71, 2.56, 0.75], [-6.62, -3.06, 2.50], [-0.03, 0.17, 0.15], [0.25, 0.05, 0.25], [-0.25, 0.01, 0.46], [-0.31, -0.09, 0.17], [-0.29, -0.22, 0.02], [-0.24, 0.08, -0.06], [-0.13, 0.04, 0.41], [-0.04, -0.21, 0.01], [0.37, -0.59, 0.06], [0.00, 0.67, -0.46], [-1.97, 1.49, 1.02], [-1.37, -1.61, 1.77], [0.40, -0.70, -0.25], [0.05, 0.69, -0.24], [-0.29, 0.04, 0.37], [3.28, 0.33, -1.40], [-0.26, 0.17, -0.67], [-0.63, 0.33, 0.42], [0.36, 0.47, 0.23], [0.22, -0.03, -0.18], [0.21, 0.03, -0.19], [0.52, -0.19, 0.39], [-0.12, -0.53, -0.50], [-0.49, -0.36, 0.59]], "lowdin_charge": [-0.38, -0.15, -0.12, -0.15, -0.37, 0.57, 0.74, 0.05, 0.11, 0.10, 0.05, 0.12, -0.06, -0.04, -0.04, -0.01, -0.12, -0.04, -0.05, -0.12, -0.01, -0.77, 0.84, 0.12, 0.07, 0.10, 0.14, 0.14, 0.11, 0.12, 0.07]}

***

[5]
{"formula": "C10H16Cl2O6", "method": "ωB97M-V/def2-TZVPD", "energy_ha": -1762.463052, "max_force_ha_per_bohr": 0.070, "smiles": "C[C@H]1COC(=O)O1.C[C@H]1COC(=O)O1.ClCCCl", "e_lumo_ha": 0.0076, "relative_energy_kcal_mol": 23.16, "multiplicity": 1, "homo_ev": -10.939, "species": ["C", "C", "C", "O", "C", "O", "O", "H", "H", "H", "H", "H", "H", "C", "C", "C", "O", "C", "O", "O", "H", "H", "H", "H", "H", "H", "Cl", "C", "C", "Cl", "H", "H", "H", "H"], "coordinates": [[-3.69954, -18.96545, -21.01019], [-4.40408, -19.56149, -19.74349], [-3.45493, -19.58450, -18.53167], [-4.13174, -18.72561, -17.60670], [-5.23766, -18.19536, -18.07131], [-5.95413, -17.38609, -17.48573], [-5.44541, -18.66434, -19.30158], [-3.27687, -18.01910, -20.67275], [-4.45660, -18.82529, -21.78176], [-2.86797, -19.58769, -21.34096], [-4.66372, -20.60075, -19.94503], [-2.47694, -19.19559, -18.81521], [-3.45070, -20.59819, -18.13104], [1.28829, -20.00123, -22.71510], [0.71904, -18.88206, -23.60923], [1.72784, -17.76824, -24.06762], [1.46862, -17.60374, -25.45069], [0.85040, -18.64907, -25.91620], [0.68317, -18.84453, -27.10905], [0.47123, -19.49669, -24.89044], [1.74579, -19.63879, -21.79453], [2.00760, -20.68607, -23.16419], [0.41944, -20.59726, -22.43591], [-0.23935, -18.45453, -23.31460], [2.71628, -18.14617, -23.80636], [1.44301, -16.91858, -23.44708], [-0.30838, -18.02762, -20.53106], [0.84446, -17.67886, -19.19042], [0.14856, -17.69734, -17.83408], [1.29872, -17.13469, -16.55260], [1.15615, -16.64748, -19.35536], [1.70793, -18.34408, -19.19023], [-0.22659, -18.65211, -17.46560], [-0.77319, -17.12122, -17.91499]], "atomic_forces_ev_per_a": [[-0.93, -0.08, 1.44], [1.72, 0.71, -0.71], [-1.27, 0.03, -0.39], [1.95, -0.23, 1.65], [-1.95, 1.95, 0.79], [1.83, -2.15, -1.49], [-0.77, -0.84, -1.53], [-0.09, 0.22, -0.38], [0.30, 0.07, -0.14], [-0.21, -0.21, -0.05], [-1.16, 0.32, 0.00], [0.05, -0.04, 0.47], [0.50, 0.23, 0.29], [-0.91, 0.42, 0.45], [1.52, -0.51, -1.67], [-1.41, -1.03, 2.16], [1.23, 1.69, 1.32], [-1.14, -2.40, -2.44], [-0.01, 0.06, 2.61], [-0.17, 0.31, -1.42], [-0.14, 0.24, -0.02], [-0.07, 0.44, -0.60], [0.13, -0.21, 0.22], [0.19, -0.12, 0.52], [0.30, 0.43, -0.64], [0.55, 0.56, -0.63], [0.24, -0.12, 0.54], [-0.01, 0.46, 0.66], [-0.53, -0.40, 0.12], [-0.59, 0.05, -0.66], [0.21, -0.20, -0.10], [-0.21, -0.05, -0.37], [0.50, -0.32, -0.41], [0.36, 0.71, 0.41]], "lowdin_charge": [-0.03, -0.27, -0.08, 0.08, -0.57, 0.13, 0.09, 0.06, 0.09, 0.07, 0.15, 0.09, 0.13, -0.05, -0.32, -0.08, 0.10, -0.55, 0.13, 0.05, 0.05, 0.09, 0.08, 0.11, 0.13, 0.13, 0.63, -0.61, -0.65, 0.55, 0.07, 0.08, 0.06, 0.07]}

***

[6]
{"formula": "C10H16CuN4S", "method": "ωB97M-V/def2-TZVPD", "energy_ha": -2648.172409, "max_force_ha_per_bohr": 0.016, "e_lumo_ha": -0.0872, "relative_energy_kcal_mol": 1.54, "charge": 1, "multiplicity": 1, "homo_ev": -11.869, "species": ["Cu", "N", "C", "N", "C", "C", "C", "C", "C", "H", "H", "H", "H", "H", "H", "H", "H", "H", "H", "C", "N", "C", "C", "N", "C", "S", "H", "H", "H", "H", "H", "H"], "coordinates": [[-0.83017, -0.69861, -2.98334], [-0.46818, -1.38212, -1.30180], [-0.48232, -1.30289, -0.14295], [-0.52160, -1.26435, 1.14777], [-1.58558, -1.95570, 1.89845], [-0.96807, -2.97682, 2.84606], [0.07055, -2.30582, 3.74718], [1.15253, -1.62857, 2.90317], [0.52726, -0.61670, 1.94917], [-2.26434, -2.42683, 1.19016], [-2.13956, -1.20292, 2.46606], [-0.49313, -3.76876, 2.26194], [-1.76211, -3.42680, 3.44253], [0.52271, -3.04398, 4.40862], [-0.42162, -1.55833, 4.37682], [1.69522, -2.38109, 2.32605], [1.86925, -1.11116, 3.54172], [1.27075, -0.19023, 1.27775], [0.06281, 0.19347, 2.51872], [-1.38159, 2.90324, -2.40086], [-0.00112, 2.65402, -2.76755], [1.11693, 3.26689, -2.23099], [2.19728, 2.74991, -2.84966], [1.72201, 1.82078, -3.75059], [0.37969, 1.74882, -3.69216], [-0.63229, 0.75948, -4.65856], [-1.41042, 3.66153, -1.62406], [-1.84160, 1.98242, -2.04169], [-1.94639, 3.24170, -3.26715], [1.04616, 4.02340, -1.46994], [3.24363, 2.96587, -2.73288], [2.27331, 1.27013, -4.38798]], "atomic_forces_ev_per_a": [[0.21, 0.47, -0.61], [-0.11, -0.08, 0.54], [-0.05, -0.16, -0.20], [-0.03, 0.03, 0.12], [-0.05, -0.24, 0.11], [0.06, 0.18, 0.05], [0.05, -0.07, -0.16], [-0.18, 0.02, 0.05], [0.24, -0.04, 0.13], [0.01, 0.06, -0.04], [0.00, 0.03, -0.06], [-0.04, -0.04, 0.00], [-0.01, -0.03, -0.03], [-0.01, 0.02, 0.04], [0.01, -0.02, 0.04], [0.04, 0.02, 0.00], [0.03, -0.01, -0.03], [-0.05, 0.02, -0.04], [-0.01, 0.02, -0.06], [-0.25, -0.02, 0.01], [0.22, -0.23, -0.14], [0.02, 0.08, 0.03], [0.03, 0.03, 0.01], [-0.03, 0.06, 0.08], [0.07, 0.26, 0.05], [-0.21, -0.39, 0.12], [0.04, -0.01, 0.00], [0.04, 0.03, 0.05], [0.05, 0.03, -0.01], [-0.03, -0.01, -0.02], [-0.01, -0.01, -0.02], [-0.03, -0.05, -0.02]], "lowdin_charge": [0.22, 0.10, -0.21, -0.08, -0.12, -0.17, -0.19, -0.17, -0.12, 0.13, 0.13, 0.12, 0.12, 0.12, 0.12, 0.12, 0.12, 0.13, 0.13, -0.01, -0.11, -0.03, -0.05, 0.09, -0.75, 0.66, 0.10, 0.08, 0.10, 0.13, 0.13, 0.17]}